{
  "formula": "C44H89F16O18P5Pt",
  "method": "wB97M-V/def2-TZVPD",
  "species": ["Pt", "P", "P", "P", "P", "P", "F", "F", "F", "F", "F", "F", "F", "F", "F", "F", "F", "F", "F", "F", "F", "F", "O", "O", "O", "O", "O", "O", "O", "O", "O", "O", "O", "O", "O", "O", "O", "O", "O", "O", "C", "C", "C", "C", "C", "C", "C", "C", "C", "C", "C", "C", "C", "C", "C", "C", "C", "C", "C", "C", "C", "C", "C", "C", "C", "C", "C", "C", "C", "C", "C", "C", "C", "C", "C", "C", "C", "C", "C", "C", "C", "C", "C", "C", "H", "H", "H", "H", "H", "H", "H", "H", "H", "H", "H", "H", "H", "H", "H", "H", "H", "H", "H", "H", "H", "H", "H", "H", "H", "H", "H", "H", "H", "H", "H", "H", "H", "H", "H", "H", "H", "H", "H", "H", "H", "H", "H", "H", "H", "H", "H", "H", "H", "H", "H", "H", "H", "H", "H", "H", "H", "H", "H", "H", "H", "H", "H", "H", "H", "H", "H", "H", "H", "H", "H", "H", "H", "H", "H", "H", "H", "H", "H", "H", "H", "H", "H", "H", "H", "H", "H", "H", "H"],
  "coordinates": [[0.514005, 0.396223, -3.092871], [-0.566385, 0.032113, 0.274449], [0.802175, -2.400087, 6.834039], [1.078995, -4.236827, -6.827711], [-4.458465, 1.165203, -6.188481], [2.670525, 5.569673, -4.705261], [-5.008925, 2.642153, 4.492429], [4.370125, 0.434423, -1.361871], [-7.955465, -0.398167, 2.892119], [3.714975, 4.951753, 3.594169], [-6.016405, -2.549947, 2.794469], [4.293965, 5.382643, 1.534509], [-4.120025, 4.134853, 3.480319], [6.509565, 4.656203, 3.091669], [5.970365, -0.918207, -1.147341], [-6.914125, 4.230013, 3.053139], [6.997235, 0.488723, 0.941999], [-6.085175, 0.118793, 3.862189], [5.596235, 2.812673, 3.797119], [-5.737845, 3.972363, 1.253559], [6.844075, 1.563973, -0.949871], [-6.414375, -1.874967, 0.819099], [0.297785, -1.096357, -0.304101], [-0.218915, -4.619627, -7.706931], [-5.824555, 1.781373, -5.520961], [-4.696345, -0.437577, -6.221451], [0.958405, -2.960757, -6.045851], [2.466125, 4.092633, -4.556141], [1.995285, 6.264693, -6.012821], [1.341315, -5.571237, -6.064501], [-4.624735, 1.600883, -7.757301], [-1.020955, -0.137967, 1.746879], [1.824675, 6.403453, -3.564751], [-6.987535, 2.212683, 2.293589], [-1.612595, 0.175213, -0.889991], [2.357055, -4.330317, -7.881401], [0.360505, 1.283333, -0.049381], [4.189705, 6.099563, -4.450671], [6.150595, 3.124763, 1.580399], [-3.123445, 1.482173, -5.651031], [-0.320675, -1.001497, 7.460409], [4.230655, 4.401313, 2.423449], [-5.070215, -1.237487, -5.168581], [0.970505, -6.549627, 3.377099], [4.328795, -5.128657, -7.168791], [-4.816335, 3.083243, 3.231769], [2.106575, 7.712733, -6.081791], [4.319665, 6.930453, -3.292301], [5.375555, 2.075973, 0.910029], [-4.336995, 3.971863, -8.080521], [-1.527215, -5.866577, -9.323551], [0.821385, -5.920727, -4.876761], [-7.241265, 3.142553, -4.099231], [0.068295, -3.737227, 9.264909], [6.033665, -3.262307, 5.879069], [-5.863635, -2.391797, -5.681041], [2.384715, -1.843557, 6.119119], [0.036995, -0.270397, 8.703469], [-6.106455, 3.370673, 2.432359], [-0.518275, -6.652927, -5.108421], [4.793605, -2.482407, 5.532499], [5.818905, 7.239353, -3.153451], [6.185325, 1.051843, 0.081059], [3.640225, -3.853157, -7.577431], [0.454625, 6.215323, -3.459541], [-0.036805, -3.443077, 10.745149], [0.178615, -5.747567, 4.374389], [0.849155, -4.589907, 5.058579], [5.583255, 3.752953, 2.723389], [1.513535, 8.220933, -7.470711], [-1.296145, -4.059697, 11.554509], [-0.127695, -5.632277, -8.662701], [-0.519965, 1.286023, 8.650979], [-5.966305, -1.457997, 2.009989], [-6.431655, 1.035203, 1.667729], [-0.074595, 2.009393, 9.863949], [-0.098335, 7.014973, -2.305351], [1.255325, -3.175907, 8.422319], [5.238795, -0.037177, -0.435231], [-3.724185, 2.559763, -8.291271], [-5.790215, 3.021083, -4.764391], [-6.596055, -0.204007, 2.636579], [-0.106815, -3.786887, 5.963789], [3.620445, -2.788107, 6.495789], [-1.180185, -6.062617, -5.742071], [1.588765, -5.026567, 5.729719], [0.394865, 7.964913, -2.099261], [3.716915, -3.038837, -6.856951], [-7.105175, 0.745663, 0.861129], [0.740655, 7.507643, -7.757031], [-8.154675, 3.008643, -4.678751], [-1.603215, 1.170613, 8.614209], [3.908835, 6.449823, -2.404421], [4.502675, 2.453833, 0.377669], [1.013845, 9.164593, -7.251801], [0.010075, 5.230223, -3.317911], [-5.436945, 3.832953, -5.400131], [3.531405, 3.641983, 2.073339], [-0.896045, -3.385237, 5.328259], [3.172015, 7.941823, -6.060631], [0.987295, 1.797773, 9.989199], [0.134885, 6.408853, -1.429951], [-0.129475, -4.754097, 8.925849], [6.323335, -2.855527, 6.847939], [-1.178375, 7.106013, -2.420811], [-0.023155, 6.670263, -4.327221], [0.539535, -7.465667, 2.973069], [1.675485, 8.236673, -5.228701], [-5.135595, 2.964803, -3.894671], [1.105195, -5.927107, 2.492559], [-2.119505, -6.506427, -8.669421], [-0.062875, -2.389457, 11.023189], [5.960795, -4.327507, 6.098449], [4.998655, -1.418177, 5.416439], [-0.181905, 1.760883, 7.729939], [-0.429985, -0.393707, 6.562219], [2.041265, -3.928467, 8.358589], [-3.592405, 2.293223, -9.339931], [1.120355, -0.151017, 8.717519], [2.057465, -1.753547, 5.083299], [-7.367995, 2.661863, -3.129201], [-0.377205, -5.250307, 3.579459], [-4.912395, -1.222577, 1.861829], [3.937325, -2.769017, 7.538539], [0.346975, -6.551617, -8.319771], [4.001075, -3.547567, -8.559521], [-5.586665, -0.636037, -4.420491], [-7.222185, 4.184213, -3.778771], [5.397915, -4.961427, -7.037941], [4.017855, -5.426417, -6.167411], [-0.328965, -7.594317, -5.624221], [6.779015, -3.105747, 5.099299], [0.716015, -5.466887, -9.332701], [-1.601805, -6.443157, -10.245561], [-0.583785, -4.399927, 6.728499], [-1.336495, -1.396177, 7.439169], [3.343905, -3.821277, 6.285609], [6.063415, 8.031783, -2.446081], [-5.439575, 1.231623, 1.261149], [-0.609745, 1.748993, 10.777129], [4.144825, -5.992177, -7.807991], [3.778335, 7.865013, -3.439481], [-2.251915, -3.710297, 11.163949], [1.448405, -6.745867, -4.538981], [-0.261935, -0.743837, 9.638659], [4.698325, -0.569717, 0.347339], [-0.217685, 3.083723, 9.748019], [-5.356605, -2.597887, -6.623661], [-2.707065, 2.525033, -7.900941], [-4.122775, -1.645457, -4.816421], [2.319695, 8.294403, -8.200641], [-0.454105, -6.320217, 5.052499], [4.988025, 1.458803, 1.720599], [-4.142675, 2.348163, 2.791399], [-0.840155, -3.203877, 8.984999], [1.285275, -3.918877, 4.318579], [-5.421665, 3.893813, -8.154671], [-4.026025, 4.248233, -7.073041], [-6.907095, -2.089327, -5.769311], [-3.979645, 4.770883, -8.730111], [6.267595, 7.621663, -4.070301], [6.328745, 6.285933, -3.015041], [4.446315, -2.887167, 4.581889], [-2.102475, -4.942857, -9.386181], [0.835745, -3.792667, 11.297009], [-5.917985, -3.216707, -4.970641], [1.977915, -6.786897, 3.719049], [-1.189935, -3.722287, 12.585519], [-0.994755, -6.793817, -4.138251], [1.621315, -2.326497, 8.999089], [0.706345, -5.162197, -4.102491], [-1.229345, -5.147437, 11.532969], [2.589375, -0.827967, 6.457919]],
  "forces_ev_per_a": [[-0.7, -0.2, 2.3], [0.4, 0.8, -0.4], [-0.9, -0.8, 2.6], [0.9, 2.3, -1.0], [-0.2, -0.8, -0.7], [-1.8, -1.3, 1.4], [-1.8, -1.2, 0.7], [-0.3, 0.7, 0.6], [1.1, 0.1, -0.6], [0.6, -0.6, -0.8], [-0.4, 0.0, 0.9], [0.7, 0.2, -0.4], [1.5, 3.8, -0.9], [-0.7, 0.0, -0.3], [0.8, -0.6, 0.4], [0.4, 0.2, 0.2], [2.0, -1.2, 0.9], [0.4, -0.9, -0.8], [-1.1, 1.4, -1.7], [-0.3, -1.1, 0.7], [0.7, 0.4, -0.4], [-1.1, 0.8, -0.5], [0.8, -1.2, -0.2], [0.9, 1.3, 0.9], [2.0, -0.7, -0.2], [-0.3, 3.4, -2.7], [0.1, -2.4, -1.3], [0.6, 2.4, -1.0], [1.1, -0.3, 0.7], [1.8, 1.0, -1.7], [0.2, -1.1, 1.8], [0.4, 0.4, -2.2], [2.1, -1.1, -0.2], [2.3, 1.2, -0.5], [-0.4, 0.3, 0.6], [-4.4, 0.8, 0.9], [-0.5, -0.1, 0.3], [-2.2, -0.5, -0.6], [-0.9, 0.1, 0.0], [-1.0, 0.6, 0.2], [-0.6, -1.5, -2.4], [-1.4, -0.4, 1.8], [0.7, -0.7, 1.9], [1.9, -0.3, -0.3], [1.5, 0.1, 1.5], [0.4, -2.2, 0.6], [0.4, 0.4, -1.8], [1.5, 1.4, 0.4], [-0.5, 0.3, 1.2], [0.6, -0.8, 0.3], [0.2, -0.3, 1.2], [-2.2, -2.9, 2.2], [1.4, 1.7, -0.1], [-1.4, 1.0, -1.2], [0.5, 0.6, 1.0], [-0.8, 0.4, 0.2], [-0.2, -0.6, 0.8], [0.4, 2.8, -0.2], [-1.8, -1.3, 0.0], [0.0, 0.7, 0.1], [-1.2, -1.3, -0.4], [-0.1, -0.4, -0.7], [-2.3, 1.7, 0.4], [0.8, -1.3, -0.9], [-2.4, 1.6, -0.4], [-0.1, -1.2, 2.4], [-1.5, 0.6, -1.6], [0.5, -0.4, 1.2], [2.9, -1.7, -0.4], [0.3, -0.8, 2.2], [1.6, 0.5, -1.2], [0.2, -1.6, -2.2], [-0.3, -3.1, -0.3], [2.1, -0.3, 0.4], [-1.3, -0.4, 0.6], [0.4, 0.7, 0.5], [0.7, -0.6, 1.2], [-0.4, 0.1, 1.4], [-0.4, -0.5, -1.3], [0.1, 1.2, -1.1], [-2.1, -1.3, 1.1], [-1.4, 1.5, 0.0], [0.3, 1.0, -1.0], [-0.5, 0.6, -1.7], [-0.1, 0.1, 0.1], [0.7, 0.2, -0.1], [-0.2, 0.2, -0.5], [-0.3, -0.1, 0.0], [0.1, 0.3, -0.3], [0.1, 0.0, -0.3], [0.5, -0.2, -0.5], [-0.1, 0.3, -0.2], [0.2, -0.1, -0.1], [0.3, 0.3, -0.4], [0.2, 0.2, -0.4], [1.0, -0.5, -0.4], [-0.6, 0.1, 0.0], [-0.1, 0.0, 0.0], [-0.1, 0.3, 0.1], [0.1, 0.1, 0.0], [0.1, 0.3, 0.3], [-0.4, 0.1, 0.4], [0.1, -0.3, 0.7], [0.9, 0.1, 0.0], [0.1, 0.1, 0.2], [0.1, -0.4, -0.6], [-0.4, 0.0, 0.5], [-0.4, -0.5, 0.0], [0.4, -0.3, -0.3], [0.2, 0.1, -0.1], [0.0, 0.1, 0.5], [0.1, 0.3, -0.8], [-0.6, -0.1, -0.5], [0.0, 0.0, 0.1], [0.1, -0.1, 0.0], [0.5, 0.7, 0.0], [0.0, 0.2, -0.2], [-0.4, 0.1, -0.1], [0.2, 0.0, 0.3], [1.0, -0.2, -0.5], [0.5, -0.7, -0.3], [-1.7, 0.2, 0.8], [0.3, 0.2, 0.1], [-0.3, 0.6, 0.1], [-0.9, -0.5, 1.2], [0.3, 0.5, 0.2], [0.1, -0.2, 0.3], [-0.4, 0.4, -0.1], [0.3, -0.1, -0.3], [-0.3, 0.0, 0.0], [-0.1, -0.1, 0.2], [0.2, 0.0, 0.4], [-0.5, 1.2, -0.9], [0.8, 0.4, -0.3], [0.2, 0.1, 0.1], [-0.1, -0.5, 0.5], [-0.1, -0.1, 0.1], [-0.2, -0.5, 0.6], [0.1, -0.5, 0.2], [0.0, -0.3, -0.1], [0.0, 0.4, -0.3], [-0.1, -0.1, 0.0], [0.0, -0.1, -0.1], [0.4, 0.4, 0.6], [-0.1, -0.1, -0.2], [0.0, 0.1, 0.1], [0.2, 0.1, 0.0], [-0.6, -0.7, -0.1], [-0.2, -0.3, 0.6], [-0.1, 0.1, 0.8], [-0.4, 0.1, -0.1], [0.0, 0.0, -0.1], [-0.2, -0.2, 0.0], [-0.4, -0.2, -0.8], [-0.3, 0.0, -0.9], [0.3, -0.1, 0.1], [0.0, 0.1, 0.0], [-0.4, 0.2, 0.2], [0.0, 0.0, -0.8], [0.1, -0.3, -0.3], [-0.5, 0.0, -0.4], [0.2, 0.2, 0.6], [-0.1, 0.5, -0.4], [0.3, 0.1, -0.3], [0.2, -0.3, 0.0], [0.6, -0.1, -0.2], [0.1, -0.3, 0.1], [-0.1, -0.1, 0.0], [-0.1, -0.3, -0.1], [0.5, 0.0, 0.0], [0.3, 0.4, -0.4], [-0.3, 0.0, 0.0], [-0.2, 0.1, 0.1]],
  "mulliken_charge": [0.733, 0.426, 0.222, 0.743, 0.681, 0.540, -0.285, -0.244, -0.321, -0.290, -0.277, -0.214, -0.266, -0.265, -0.269, -0.286, -0.292, -0.281, -0.302, -0.289, -0.298, -0.258, -0.552, -0.202, -0.193, -0.287, -0.665, -0.646, -0.303, -0.143, -0.350, -0.678, -0.196, -0.362, -0.455, -0.373, -0.444, -0.285, -0.340, -0.600, -1.245, 0.194, -0.063, -1.297, -0.997, 0.292, -0.026, 0.115, -1.058, -0.971, -1.228, -0.404, -1.207, -0.921, -1.365, -1.238, -1.006, -0.575, 0.760, -0.977, -0.495, -1.380, 0.917, -0.237, -0.087, -0.586, -0.684, -0.102, 0.857, -1.182, -1.331, -0.196, -0.419, 0.074, -1.032, -1.304, -1.311, -0.780, 0.108, -0.237, -0.020, 1.000, -1.185, -0.628, 0.192, 0.185, 0.344, 0.293, 0.392, 0.309, 0.323, 0.343, 0.360, 0.469, 0.339, 0.340, 0.176, 0.306, 0.675, 0.280, 0.334, 0.316, 0.557, 0.335, 0.384, 0.215, 0.364, 0.287, 0.268, 0.342, 0.296, 0.235, 0.333, 0.391, 0.415, 0.813, 0.692, 0.330, 0.493, 0.677, 0.295, 0.291, 0.331, 0.544, 0.333, 0.246, 0.332, 0.397, 0.414, 0.220, 0.272, 0.371, 0.399, 0.372, 0.561, 0.696, 0.155, 0.379, 0.538, 0.307, 0.266, 0.245, 0.347, 0.226, 0.000, 0.328, 0.384, 0.315, 0.282, 0.260, 0.297, 0.400, 0.388, 0.259, 0.197, 0.293, 0.284, 0.171, 0.297, 0.401, 0.346, 0.314, 0.309, 0.303, 0.438, 0.354, 0.279, 0.400, 0.403, 0.550, 0.436, 0.330, 0.657],
  "multiplicity": 3,
  "e_lumo_ev": [-0.98, -0.88],
  "s2": 2.077
}